Entry 1:
ORCA calculation (ωB97M-V/def2-TZVPD) on a molecular structure, C38H41NO5P2TeTi.

Structure (XYZ):
```
89
C38H41NO5P2TeTi, DFT ωB97M-V/def2-TZVPD
Ti 0.09639 1.92148 0.17055
C -0.75666 1.76411 3.18327
O 0.38775 1.89525 2.31773
C 1.42449 2.74124 2.83159
C 1.29193 4.09278 2.17117
O 1.21912 3.91609 0.74926
C 2.41276 4.12825 -0.01817
C 2.96838 2.79120 -0.44815
O 1.93509 2.04100 -1.08942
C 1.81047 2.26897 -2.50867
H -1.24932 2.72808 3.30837
H -0.42024 1.35900 4.13706
H -1.43035 1.05749 2.70552
H 2.37070 2.24677 2.60171
H 1.33376 2.81257 3.91683
H 2.11886 4.75542 2.43184
H 0.35531 4.57178 2.45823
H 3.14208 4.70301 0.55514
H 2.11264 4.71859 -0.88501
H 3.28465 2.19227 0.40896
H 3.81844 2.90751 -1.12438
H 1.50686 3.29456 -2.71198
H 1.04099 1.58662 -2.86878
H 2.76679 2.04101 -2.98060
Te -1.18947 -2.83642 1.72966
C -1.58596 -4.25121 0.21814
C -2.72324 -5.04510 0.26537
C -2.96071 -5.93105 -0.77762
N -2.16572 -6.06539 -1.83378
C -1.07155 -5.30958 -1.86067
C -0.73487 -4.40186 -0.86872
C -0.44468 -1.29737 0.57691
P -1.43557 -0.06159 -0.17200
C -3.19896 -0.28669 0.11085
C -3.85699 0.46878 1.07704
C -5.19532 0.23434 1.35562
C -5.87545 -0.76339 0.67191
C -5.22348 -1.52014 -0.29237
C -3.88893 -1.28234 -0.57843
C -1.30026 -0.17471 -2.00492
C -0.44760 -1.09433 -2.60226
C -0.30372 -1.13284 -3.98468
C -1.01219 -0.24703 -4.77985
C -1.87360 0.67464 -4.19129
C -2.01417 0.71067 -2.81566
P 1.13792 -0.57127 0.62410
C 2.28480 -1.56966 -0.37937
C 2.71364 -1.15412 -1.63461
C 3.46718 -1.99790 -2.44010
C 3.79436 -3.26925 -1.99374
C 3.37693 -3.69176 -0.73786
C 2.63152 -2.84664 0.06751
C 1.97593 -0.60936 2.24253
C 3.33857 -0.30583 2.28257
C 4.00881 -0.20625 3.49172
C 3.32666 -0.41607 4.68387
C 1.97627 -0.73312 4.65369
C 1.30663 -0.82602 3.44018
H -3.43516 -4.97499 1.07815
H -3.84738 -6.55564 -0.76236
H -0.42101 -5.43876 -2.71973
H 0.17938 -3.82859 -0.94176
H -3.33134 1.25651 1.60404
H -5.70585 0.82887 2.10134
H -6.91877 -0.95096 0.88875
H -5.75437 -2.29981 -0.82226
H -3.38356 -1.88026 -1.32850
H 0.10091 -1.78644 -1.97991
H 0.35907 -1.86179 -4.43359
H -0.90595 -0.27471 -5.85629
H -2.43813 1.35926 -4.81068
H -2.69841 1.42584 -2.37136
H 2.44836 -0.17116 -1.99372
H 3.79333 -1.66366 -3.41655
H 4.37621 -3.93216 -2.62032
H 3.63381 -4.68250 -0.38681
H 2.30868 -3.18540 1.04587
H 3.89115 -0.17689 1.35721
H 5.06754 0.01857 3.50456
H 3.84769 -0.34929 5.62955
H 1.44205 -0.92312 5.57589
H 0.25000 -1.06661 3.44065
C -2.27673 4.86081 -0.84150
C -1.41994 3.70036 -0.46759
O -0.59207 3.18800 -1.28764
O -1.47391 3.19072 0.69303
H -2.17173 5.09935 -1.89545
H -1.98716 5.72002 -0.23536
H -3.31437 4.62924 -0.60347
```

Values from the calculation:
Total charge ... +1
⟨S²⟩ ... 0.755
HOMO-LUMO gap (spin up / spin down) ... 6.497 / 6.823 eV
LUMO level (spin up / spin down) ... -0.106 / -0.094 Eh
Spin multiplicity ... 2
HOMO level (spin up / spin down) ... -9.4 / -9.4 eV
Energy ... -100780.61565 eV

Entry 2:
ORCA calculation (ωB97M-V/def2-TZVPD) on a molecular structure, C38H42N2O6V.

Structure (XYZ):
```
89
C38H42N2O6V, DFT ωB97M-V/def2-TZVPD
V 0.03215 -0.85081 -1.60733
C 1.72824 0.27660 4.54030
C 1.85701 0.92696 3.18193
C 2.60445 2.24615 3.23295
O 0.54563 1.13757 2.62130
C 0.46087 0.50410 1.36093
C 1.93469 0.21585 1.01679
O 2.48991 0.01634 2.30443
C 2.30378 -0.98069 0.11608
O 1.77231 -0.68304 -1.18129
C 3.82799 -0.99850 0.01408
C 4.46049 -0.22392 -0.95085
C 5.84647 -0.18449 -1.01854
C 6.60915 -0.91271 -0.11785
C 5.97973 -1.68100 0.85188
C 4.59549 -1.72450 0.91770
C 1.78756 -2.35320 0.55629
C 1.15552 -2.62350 1.76585
C 0.72327 -3.91125 2.06751
C 0.93909 -4.94956 1.17707
C 1.60496 -4.69724 -0.01640
C 2.02080 -3.41331 -0.32195
C -0.35511 1.38119 0.38446
O -0.62519 0.56251 -0.74119
C -1.74297 1.71387 0.95762
C -2.47017 2.77074 0.41295
C -3.79767 2.98188 0.76326
C -4.42041 2.13982 1.67630
C -3.69966 1.09529 2.23857
C -2.37327 0.88435 1.88140
C 0.40661 2.63681 -0.01305
C 1.04656 2.74218 -1.24148
C 1.77512 3.88089 -1.56189
C 1.87090 4.92538 -0.65618
C 1.23271 4.82706 0.57297
C 0.50511 3.69096 0.89240
H 1.25478 0.96506 5.23878
H 2.71657 0.01369 4.91515
H 1.12318 -0.62671 4.46668
H 2.03570 2.96972 3.81688
H 2.75175 2.64511 2.23036
H 3.57701 2.09571 3.70046
H -0.08838 -0.44142 1.44791
H 2.37517 1.09742 0.53788
H 3.86534 0.34201 -1.65502
H 6.32973 0.41595 -1.77839
H 7.68939 -0.88317 -0.17131
H 6.56801 -2.25076 1.55917
H 4.11062 -2.32438 1.67713
H 1.03554 -1.84415 2.50394
H 0.23599 -4.10111 3.01511
H 0.61226 -5.95238 1.41816
H 1.81086 -5.50815 -0.70390
H 2.54884 -3.22045 -1.24768
H -1.99066 3.44176 -0.28964
H -4.33612 3.82215 0.34213
H -5.44663 2.31700 1.97220
H -4.16367 0.45377 2.97708
H -1.82961 0.07721 2.35319
H 0.99527 1.92720 -1.94996
H 2.27237 3.94625 -2.52098
H 2.43905 5.81165 -0.90536
H 1.30142 5.63722 1.28718
H 0.01047 3.61616 1.85197
C -4.55066 -0.97907 -1.24869
C -3.02149 -1.17229 -1.21762
N -2.39273 -0.59966 -2.42500
C -2.84171 -1.34679 -3.60692
C -4.38604 -1.37333 -3.67017
N -4.90477 -0.44807 -2.60691
C -4.32034 0.92121 -2.77971
C -2.79401 0.80456 -2.57936
H -4.89102 -0.24885 -0.51432
H -5.09075 -1.91397 -1.11063
H -2.76892 -2.23073 -1.18417
H -2.61753 -0.66685 -0.34600
H -2.46666 -2.36284 -3.54594
H -2.43095 -0.86628 -4.49403
H -4.78732 -2.36315 -3.45974
H -4.77546 -1.02649 -4.62549
H -5.91765 -0.38972 -2.68483
H -4.77877 1.57006 -2.03492
H -4.59500 1.26622 -3.77517
H -2.48344 1.35046 -1.69488
H -2.27185 1.22276 -3.43927
O -2.03087 -4.01392 -2.08865
C -0.85222 -3.77997 -2.26011
O -0.31099 -2.58504 -2.22310
H -0.15521 -4.57931 -2.55052
```

Values from the calculation:
Total charge ... +1
⟨S²⟩ ... 2.013
HOMO-LUMO gap (spin up / spin down) ... 7.938 / 7.850 eV
LUMO level (spin up / spin down) ... -0.101 / -0.104 Eh
Spin multiplicity ... 3
HOMO level (spin up / spin down) ... -10.7 / -10.7 eV
Energy ... -81036.59284 eV
ΔE to the lowest compared entry with this formula, charge and spin ... 0.0 kcal per mole

Entry 3:
ORCA calculation (ωB97M-V/def2-TZVPD) on a molecular structure, C38H43BFeO3 at a distorted geometry.

Structure (XYZ):
```
86
C38H43BFeO3, DFT ωB97M-V/def2-TZVPD
C -6.65991 1.15247 3.27252
O -6.00580 -0.12951 3.33986
C -4.67093 -0.19308 3.10319
C -4.13152 -1.47256 2.88318
C -2.84408 -1.60038 2.38326
C -1.99304 -0.49075 2.27184
C -0.66120 -0.62322 1.57690
C 0.41090 0.27809 2.25156
C 0.63717 0.60328 3.67938
C 1.66726 1.63904 3.75323
C 2.04408 1.97638 2.39580
C 1.26410 1.16639 1.48103
Fe 2.30668 0.04528 2.74342
C 3.65292 -0.85011 1.62493
C 2.71264 -1.79159 2.20085
C 2.76704 -1.64603 3.64427
C 3.72041 -0.61064 3.95862
C 4.25404 -0.11031 2.70953
C -2.51880 0.77726 2.59128
C -3.83575 0.94581 3.03305
H -7.72775 0.94111 3.33971
H -6.35189 1.79168 4.11038
H -6.43735 1.66470 2.32593
H -4.77907 -2.33000 3.03408
H -2.45227 -2.58563 2.14903
H -0.29971 -1.66472 1.66276
H 0.10473 0.18794 4.53767
H 2.03705 2.13319 4.64992
H 2.70501 2.76576 2.07342
H 1.19356 1.24286 0.39763
H 3.91027 -0.75850 0.57372
H 2.16869 -2.55262 1.65538
H 2.22045 -2.25160 4.35576
H 4.04061 -0.30352 4.95178
H 5.04823 0.61515 2.60754
H -1.87877 1.67453 2.54038
H -4.22069 1.94987 3.25620
C -1.00889 -3.82410 -6.47411
C 0.24556 -3.01339 -6.23303
C 1.40633 -3.48516 -7.14609
C 0.06542 -1.39896 -6.28485
C 0.55415 -0.68762 -7.53612
C -1.37753 -0.95378 -5.93290
O 0.97456 -0.95220 -5.23807
B 1.39049 -2.08963 -4.57221
C 2.69236 -2.14485 -3.75652
C 3.00316 -3.30818 -3.02397
C 4.28137 -3.45151 -2.47797
C 5.19288 -2.38212 -2.57934
C 4.77391 -1.12824 -3.06026
C 3.49533 -0.99983 -3.59485
C -0.86686 -0.95874 -0.25519
C 0.57060 -1.05161 -0.71760
C -1.72413 -2.01291 -1.02592
C -2.83216 -1.63853 -1.83876
C -3.68338 -2.58523 -2.45801
C -3.34068 -3.94967 -2.44309
C -2.15220 -4.32431 -1.78943
C -1.34983 -3.35786 -1.19921
O 0.71138 -3.26880 -4.89085
H -1.33506 -3.66802 -7.51137
H -0.75042 -4.87864 -6.34384
H -1.82300 -3.56428 -5.78324
H 1.08949 -3.46098 -8.20355
H 2.31575 -2.85701 -6.99148
H 1.62791 -4.52200 -6.82858
H 0.00857 -1.08311 -8.39965
H 0.33853 0.38511 -7.42156
H 1.64042 -0.83068 -7.64672
H -2.05028 -1.24043 -6.76239
H -1.73657 -1.41841 -4.98877
H -1.39692 0.15064 -5.86066
H 2.29417 -4.13800 -3.00260
H 4.60701 -4.42754 -2.09694
H 6.22884 -2.52056 -2.25554
H 5.47474 -0.29455 -3.12615
H 3.15287 -0.06168 -4.01987
H -1.30746 0.00849 -0.43773
H 0.80305 -0.41007 -1.57722
H 1.22683 -0.78747 0.07734
H 0.86722 -2.07594 -1.03563
H -3.11342 -0.59632 -1.98300
H -4.60481 -2.27646 -3.03505
H -4.05594 -4.71220 -2.84334
H -1.88870 -5.40321 -1.83262
H -0.40147 -3.70607 -0.81957
```

Values from the calculation:
Total charge ... 0
⟨S²⟩ ... 6.041
HOMO-LUMO gap (spin up / spin down) ... 5.804 / 4.818 eV
LUMO level (spin up / spin down) ... 0.025 / -0.105 Eh
Spin multiplicity ... 5
HOMO level (spin up / spin down) ... -5.1 / -7.7 eV
Energy ... -81302.76937 eV
ΔE to the lowest compared entry with this formula, charge and spin ... 40.7 kcal per mole